Record 1
{"formula": "C7H10O2", "method": "wB97M-V/def2-TZVPD", "symbols": ["C", "C", "C", "C", "C", "C", "C", "O", "O", "H", "H", "H", "H", "H", "H", "H", "H", "H", "H"], "xyz": [[1.082, -0.963, 1.410], [-1.314, -0.801, -1.505], [1.011, -0.485, -0.032], [-1.244, -0.067, -0.191], [0.645, 1.190, -0.130], [-0.731, 1.237, -0.065], [1.703, 1.979, 0.071], [-2.250, -0.379, 0.691], [1.648, -1.023, -0.912], [-2.783, -1.110, 0.354], [-1.321, 2.094, 0.242], [0.619, -0.263, 2.100], [0.540, -1.909, 1.460], [2.120, -1.151, 1.681], [-0.474, -0.539, -2.140], [-1.299, -1.881, -1.341], [-2.241, -0.532, -2.019], [2.671, 1.721, -0.335], [1.619, 2.883, 0.662]], "forces_ev_per_angstrom": [[-0.6, -0.3, -0.2], [0.8, -0.6, 0.4], [2.3, 2.8, -0.6], [-2.1, 1.7, 0.1], [1.2, -2.8, -0.6], [-0.9, -0.8, 0.7], [-0.2, 0.3, 0.1], [0.2, 0.1, -0.5], [-0.8, -0.4, 0.1], [0.0, 0.0, 0.0], [-0.1, -0.1, 0.4], [0.0, 0.0, 0.0], [0.0, -0.1, 0.1], [0.0, 0.1, -0.1], [0.0, 0.0, 0.0], [0.0, -0.1, -0.1], [0.0, 0.1, 0.2], [0.1, -0.3, 0.4], [0.0, 0.3, -0.4]], "smiles": "C=C(/C=C(\\C)O)C(C)=O", "total_charge": 0, "homo_lumo_gap_ha": [0.2737, 0.2736], "e_above_lowest_ev": 3.5065}

---

Record 2
{"formula": "C7H10O2P", "method": "wB97M-V/def2-TZVPD", "symbols": ["C", "C", "C", "C", "C", "C", "C", "O", "O", "P", "H", "H", "H", "H", "H", "H", "H", "H", "H", "H"], "xyz": [[-2.985, 0.732, -1.258], [-2.316, 0.556, -0.264], [-0.323, 1.467, 0.832], [1.067, 1.019, 1.353], [-1.225, 0.334, 0.645], [0.455, -0.839, -0.746], [0.360, -2.334, -0.347], [1.914, 1.407, -1.266], [3.094, -0.465, 0.022], [1.860, 0.302, -0.244], [-3.798, 0.740, -1.920], [-0.636, 2.427, 1.301], [-0.075, 1.699, -0.177], [1.738, 1.759, 1.512], [1.033, 0.242, 2.224], [-1.301, -0.482, 1.229], [0.151, -0.645, -1.794], [0.955, -2.792, -1.179], [-0.657, -2.641, -0.532], [0.690, -2.486, 0.610]], "forces_ev_per_angstrom": [[-0.4, -0.3, 0.8], [1.1, -0.4, -0.2], [2.0, 0.9, 1.1], [-1.8, -4.2, -0.9], [-0.1, 1.2, -3.7], [-0.6, 0.3, 0.8], [-0.3, 2.4, -4.0], [-0.5, -0.1, 0.4], [0.7, -0.9, 0.6], [-1.2, 0.2, 0.0], [-0.3, 0.3, -0.6], [-0.5, -0.8, 0.1], [0.0, 1.2, -0.9], [1.8, 2.7, 1.1], [0.1, 1.4, -1.5], [-0.2, -2.4, 2.4], [-0.2, 0.0, 0.7], [0.0, -0.3, 1.1], [-0.5, -0.4, 0.3], [1.0, -0.8, 2.2]], "total_charge": -1, "homo_lumo_gap_ha": [0.2829, 0.2720], "e_above_lowest_ev": 2.4829}

---

Record 3
{"formula": "C7H10O3", "method": "wB97M-V/def2-TZVPD", "symbols": ["C", "C", "C", "O", "O", "H", "H", "H", "H", "H", "H", "C", "C", "C", "C", "O", "H", "H", "H", "H"], "xyz": [[1.973, 0.460, 1.667], [1.521, -0.693, -1.724], [1.286, 0.344, -0.660], [1.356, -0.288, 0.631], [1.457, 1.534, -0.770], [2.796, -0.113, 2.091], [1.206, 0.660, 2.418], [2.404, 1.429, 1.407], [1.519, -0.225, -2.705], [2.454, -1.213, -1.519], [0.726, -1.435, -1.680], [-2.719, -0.548, 1.064], [-1.519, -0.800, 0.183], [-1.278, 0.425, -0.746], [-1.465, 1.462, -1.335], [-1.211, -1.895, -0.203], [-2.559, 0.353, 1.652], [-3.598, -0.393, 0.439], [-2.921, -1.429, 1.671], [-1.427, 2.366, -1.881]], "forces_ev_per_angstrom": [[-0.3, 0.5, 0.7], [-1.3, -0.1, -0.1], [3.3, 0.5, 1.8], [-0.1, 0.7, -2.1], [-0.6, -1.1, 0.0], [-0.2, -0.4, 0.0], [0.2, -0.1, 0.2], [-0.3, -0.1, -0.7], [0.1, 0.0, 0.1], [0.1, 0.2, 0.1], [0.0, -0.1, 0.0], [0.6, 0.0, 0.9], [-2.0, 0.7, -3.4], [-0.8, -0.4, 1.4], [0.5, -0.9, 0.4], [0.8, 0.1, 0.9], [-0.2, -0.1, 0.2], [0.2, 0.1, -0.3], [0.2, 0.1, 0.2], [-0.1, 0.3, -0.2]], "smiles": "C#CC(C)=O.COC(C)=O", "total_charge": 0, "homo_lumo_gap_ha": 0.3907, "e_above_lowest_ev": 2.9576}

---

Record 4
{"formula": "C7H10O3", "method": "wB97M-V/def2-TZVPD", "symbols": ["C", "O", "C", "C", "C", "C", "O", "C", "C", "H", "H", "H", "H", "H", "H", "H", "H", "O", "H", "H"], "xyz": [[3.898, 1.233, -1.187], [3.633, 0.681, 0.054], [2.855, 2.234, -1.644], [2.965, 2.889, -3.039], [2.485, 1.549, -3.685], [1.595, 1.928, -4.854], [0.889, 3.042, -4.297], [1.431, 3.131, -3.001], [1.615, 1.705, -2.397], [4.650, 2.133, -1.122], [4.103, 0.449, -1.925], [3.746, 3.564, -3.409], [3.163, 0.700, -3.815], [2.160, 2.242, -5.743], [0.889, 1.132, -5.135], [0.977, 3.961, -2.450], [0.837, 1.023, -2.034], [2.502, 3.034, -0.378], [2.705, 1.042, 0.403], [1.555, 3.181, -0.313]], "forces_ev_per_angstrom": [[0.8, 3.6, 0.0], [-3.0, 0.3, 1.5], [-2.7, -0.8, 1.1], [0.3, 0.5, 0.4], [0.2, -0.3, 0.1], [0.0, -0.1, -0.1], [-0.1, 0.1, -0.2], [-0.2, 0.1, 0.1], [-0.3, 0.2, 0.1], [0.4, -2.5, 0.2], [0.3, 0.5, 0.1], [-0.2, -0.2, 0.1], [-0.2, 0.3, 0.1], [-0.1, -0.1, 0.2], [0.2, 0.2, 0.1], [0.2, -0.3, -0.1], [0.2, 0.2, -0.1], [1.2, -0.9, -2.0], [3.2, -0.8, -1.2], [-0.1, -0.1, -0.4]], "total_charge": 0, "homo_lumo_gap_ha": 0.3807, "e_above_lowest_ev": 3.4224}

---

Record 5
{"formula": "C7H10OSi", "method": "wB97M-V/def2-TZVPD", "symbols": ["C", "C", "C", "C", "C", "C", "C", "O", "Si", "H", "H", "H", "H", "H", "H", "H", "H", "H", "H"], "xyz": [[1.937, -1.480, 0.641], [2.010, -1.223, -0.670], [-2.079, 2.448, -0.248], [-1.080, 1.931, 0.502], [-2.164, -1.379, -0.430], [1.080, -0.504, 1.516], [1.260, -0.149, -1.267], [-2.913, -1.297, 0.478], [0.089, 0.448, 0.144], [2.425, -2.313, 1.112], [2.697, -1.883, -1.331], [-2.570, 3.266, 0.303], [-2.203, 2.466, -1.354], [-1.034, 2.292, 1.535], [-2.332, -1.928, -1.408], [0.207, -0.928, 2.145], [1.778, 0.214, 1.969], [2.088, 0.521, -1.490], [0.805, -0.502, -2.147]], "forces_ev_per_angstrom": [[-1.3, 0.9, 0.3], [1.7, -3.4, 1.0], [1.4, 1.5, 0.5], [0.3, -0.8, -0.8], [2.5, 2.0, 0.3], [-1.3, 0.0, -1.1], [0.3, 2.1, 0.5], [-0.8, -0.6, -0.1], [-1.6, -2.4, -0.9], [0.3, -0.1, 0.1], [-1.3, 1.2, 1.1], [-0.4, -0.5, -0.6], [0.0, -0.8, 1.0], [-0.1, -0.2, -0.2], [-0.2, 0.0, 0.5], [2.1, 0.4, -0.4], [-0.5, -0.4, 0.7], [-0.3, 0.9, -0.7], [-0.7, 0.1, -1.3]], "total_charge": 0, "homo_lumo_gap_ha": [0.2456, 0.2433], "e_above_lowest_ev": 4.0885}

---

Record 6
{"formula": "C7H11Br", "method": "wB97M-V/def2-TZVPD", "symbols": ["C", "C", "C", "C", "C", "C", "C", "Br", "H", "H", "H", "H", "H", "H", "H", "H", "H", "H", "H"], "xyz": [[-0.325, -0.617, -0.495], [-0.951, -1.771, -0.842], [0.820, 0.086, 0.195], [-0.258, 0.850, -0.431], [0.984, -0.045, 1.746], [2.187, 0.121, -0.418], [-1.146, 1.907, -0.628], [-3.952, 0.055, -0.024], [-1.774, -1.748, -1.493], [-0.474, -2.795, -0.822], [0.013, -0.167, 2.232], [1.239, 0.929, 2.147], [1.674, -0.986, 1.888], [2.267, 0.539, -1.492], [2.760, -0.893, -0.308], [2.803, 0.792, 0.239], [-1.032, 2.911, -0.278], [-2.752, -0.720, -0.186], [-2.083, 1.550, -1.029]], "forces_ev_per_angstrom": [[0.0, -0.3, -0.3], [2.8, 0.2, 0.2], [0.5, -0.8, 1.0], [-3.7, 1.6, -0.3], [-0.6, -1.3, -1.0], [2.6, -0.3, -0.7], [2.2, -3.5, 0.6], [-0.2, -0.3, 0.1], [-1.2, 0.2, -0.7], [-0.4, 1.4, 0.7], [0.0, -0.7, -0.2], [1.2, -0.1, 0.1], [-1.2, 2.2, 0.3], [-0.3, -0.9, 1.7], [-1.3, 1.6, -0.5], [-0.5, -0.3, -0.7], [0.3, 0.4, 0.0], [-0.2, 0.2, 0.2], [0.0, 0.7, -0.3]], "smiles": "C=C1C(=C)C1(C)C.Br", "total_charge": 0, "homo_lumo_gap_ha": 0.3418, "e_above_lowest_ev": 2.3100}

---

Record 7
{"formula": "C7H11Br", "method": "wB97M-V/def2-TZVPD", "symbols": ["C", "C", "C", "C", "C", "C", "C", "Br", "H", "H", "H", "H", "H", "H", "H", "H", "H", "H", "H"], "xyz": [[-0.543, -0.721, -0.438], [-0.814, -1.984, -0.727], [-0.329, -0.147, 0.903], [-0.239, 0.310, -1.487], [-1.339, 0.746, 1.517], [1.065, -0.108, 1.410], [1.183, 0.551, -1.843], [-1.318, 1.891, -1.510], [-0.892, -2.327, -1.743], [-0.957, -2.715, 0.051], [-1.380, 0.544, 2.589], [-2.324, 0.577, 1.088], [-1.092, 1.808, 1.399], [1.635, 0.719, 0.957], [1.594, -1.030, 1.171], [1.079, 0.051, 2.485], [1.679, -0.403, -2.033], [1.747, 1.071, -1.051], [1.245, 1.168, -2.739]], "forces_ev_per_angstrom": [[-0.2, 0.4, -0.4], [0.0, 0.0, 0.0], [0.1, 0.1, -0.6], [0.0, 0.0, 1.0], [-0.1, -0.1, 0.1], [0.1, 0.0, 0.0], [0.1, 0.1, -0.3], [0.1, -0.3, -0.2], [0.0, 0.0, -0.3], [0.0, -0.1, 0.2], [-0.1, 0.0, 0.1], [-0.1, 0.1, 0.0], [0.0, 0.0, 0.0], [0.0, 0.0, 0.1], [0.1, 0.0, 0.0], [0.0, 0.0, 0.1], [0.0, 0.0, 0.0], [-0.1, 0.0, -0.1], [0.1, 0.0, 0.0]], "total_charge": 0, "homo_lumo_gap_ha": [0.2824, 0.3121], "e_above_lowest_ev": 1.7998}

---

Record 8
{"formula": "C7H11BrSi", "method": "wB97M-V/def2-TZVPD", "symbols": ["C", "C", "C", "C", "C", "C", "C", "Si", "Br", "H", "H", "H", "H", "H", "H", "H", "H", "H", "H", "H"], "xyz": [[-1.239, 1.338, -2.848], [-0.358, 0.533, -1.888], [-1.717, 2.430, -2.220], [-0.686, 1.007, -0.667], [-1.382, 2.345, -0.798], [1.185, -1.763, 1.779], [-1.249, -0.132, 3.020], [0.305, -0.065, 1.961], [1.698, 1.431, 2.686], [-1.215, 1.206, -3.873], [0.239, -0.326, -1.997], [-2.203, 3.303, -2.579], [-0.579, 3.018, -0.577], [-2.144, 2.467, -0.064], [2.314, -1.603, 1.651], [0.922, -2.372, 2.588], [0.858, -2.271, 0.730], [-0.783, -0.303, 4.000], [-1.819, 0.834, 2.888], [-1.756, -1.017, 2.804]], "forces_ev_per_angstrom": [[1.9, 0.5, 1.8], [-2.8, 1.4, 1.0], [0.0, -1.0, -0.1], [1.7, -0.7, 1.7], [0.8, -1.6, 0.8], [0.8, 1.2, -4.3], [1.8, 2.0, -0.1], [-1.3, -0.3, -2.7], [0.4, 0.5, 0.3], [-0.2, -0.4, -2.0], [0.4, -0.9, -0.8], [-0.5, 0.2, -0.7], [0.5, 0.9, 0.3], [-0.9, 0.4, 0.4], [-1.6, -0.3, 0.5], [-0.2, -1.1, 1.2], [0.5, 1.1, 2.6], [-0.5, 0.6, 0.3], [0.5, -1.3, 0.5], [-1.3, -1.2, -0.6]], "total_charge": 0, "homo_lumo_gap_ha": [0.2859, 0.2859], "e_above_lowest_ev": 3.4761}

---

Record 9
{"formula": "C7H11CeI2N2OSe", "method": "wB97M-V/def2-TZVPD", "symbols": ["C", "I", "H", "H", "H", "C", "C", "N", "H", "I", "N", "H", "Ce", "C", "O", "C", "C", "H", "H", "H", "C", "H", "H", "H", "Se"], "xyz": [[2.210, -3.839, -1.395], [1.712, -3.560, 0.818], [3.070, -3.211, -1.633], [1.345, -3.585, -2.005], [2.468, -4.906, -1.445], [-1.537, 2.480, -0.403], [-0.634, 0.534, 0.194], [-1.708, 1.370, 0.376], [-0.001, 2.966, -1.876], [1.308, 2.307, 2.145], [0.100, 1.071, -0.839], [-2.255, 3.282, -0.416], [1.245, -0.650, 1.587], [-0.751, -0.922, 0.257], [-1.679, -1.634, -0.011], [-0.404, 2.311, -1.131], [1.442, 0.600, -1.109], [2.179, 1.052, -0.423], [1.755, 0.854, -2.123], [1.463, -0.502, -1.029], [-2.610, 1.289, 1.506], [-3.659, 1.290, 1.158], [-2.476, 2.178, 2.153], [-2.393, 0.372, 2.078], [-0.187, -1.148, 3.565]], "forces_ev_per_angstrom": [[0.6, -0.6, -1.5], [0.1, -0.4, 1.0], [0.0, 0.0, 0.1], [-0.1, 0.0, 0.1], [-0.1, 0.3, -0.1], [0.5, 0.2, -0.5], [-0.9, -2.1, 0.8], [-1.3, 0.7, 0.4], [0.3, 0.1, -0.1], [0.5, 1.1, 0.3], [1.8, -0.1, -1.1], [0.1, 0.1, 0.0], [-1.0, 0.3, -0.5], [3.7, -0.2, 1.0], [-2.4, -0.6, -0.4], [-0.9, 1.1, 0.1], [-0.3, 0.2, -0.4], [0.1, -0.1, 0.1], [-0.2, 0.1, 0.0], [-0.2, 0.2, -0.1], [-0.1, 0.2, 0.0], [0.3, -0.2, 0.1], [0.1, -0.4, -0.1], [-0.1, 0.4, -0.2], [-0.5, -0.3, 1.0]], "multiplicity": 2, "total_charge": -2, "homo_lumo_gap_ha": [0.1176, 0.1350], "e_above_lowest_ev": 1.9842}

---

Record 10
{"formula": "C7H11Cl2NO4P", "method": "wB97M-V/def2-TZVPD", "symbols": ["C", "C", "C", "C", "O", "O", "N", "C", "C", "C", "Cl", "P", "O", "Cl", "H", "H", "H", "H", "H", "H", "H", "H", "H", "O", "H", "H"], "xyz": [[0.020, -2.192, -3.013], [-0.258, -1.041, -2.214], [-0.626, 0.130, -1.076], [-2.255, 0.022, -0.870], [-2.989, 1.133, -1.122], [-3.001, -1.191, -0.484], [0.203, -0.194, 0.137], [1.683, 0.034, -0.055], [2.142, 1.609, -0.148], [3.641, 1.822, 0.568], [2.303, 2.255, -1.895], [-0.419, 0.507, 1.649], [-1.739, -0.517, 2.255], [-1.255, 2.478, 1.323], [0.108, -3.349, -3.294], [-0.339, 1.168, -1.589], [2.170, -0.541, -0.951], [2.212, -0.399, 0.925], [1.427, 2.349, 0.408], [4.434, 1.333, -0.146], [3.779, 2.990, 0.638], [3.602, 1.308, 1.632], [-1.606, -1.460, 1.887], [-4.327, -2.855, 2.187], [-5.119, -3.072, 1.673], [-3.790, -2.327, 1.577]], "forces_ev_per_angstrom": [[-2.1, 7.1, 6.5], [1.7, -8.4, -4.7], [0.2, -1.2, -2.8], [-7.4, 0.0, 0.5], [4.7, -5.0, 0.9], [5.1, 5.2, -1.6], [-1.1, 1.5, -0.8], [1.3, 0.5, 1.1], [1.1, 0.2, 1.6], [-1.3, -0.1, -0.8], [-0.3, -0.6, 1.3], [-0.1, -1.7, 1.4], [2.4, 0.2, -2.2], [0.0, -1.3, -0.2], [-0.3, 3.4, 0.7], [-0.9, -2.2, 1.4], [-1.5, 1.0, 1.5], [-1.2, 1.0, -2.1], [1.1, -1.7, -1.3], [-1.4, 1.0, 1.6], [0.0, -2.5, 0.0], [0.2, 1.2, -2.2], [-0.4, 2.2, 0.3], [-0.2, -0.2, -0.1], [0.4, 0.2, 0.1], [-0.1, 0.2, -0.2]], "total_charge": -1, "homo_lumo_gap_ha": 0.2805}

---

Record 11
{"formula": "C7H11ClN2", "method": "wB97M-V/def2-TZVPD", "symbols": ["C", "C", "C", "C", "C", "C", "C", "N", "N", "Cl", "H", "H", "H", "H", "H", "H", "H", "H", "H", "H", "H"], "xyz": [[-0.326, -0.767, 3.633], [0.406, 0.388, 3.354], [-0.650, -1.359, 2.449], [-1.626, 0.687, -1.386], [0.791, 0.228, -2.070], [-0.194, 0.443, -0.931], [-0.196, -0.708, 0.070], [0.526, 0.521, 2.054], [-0.175, -0.546, 1.436], [-0.786, -2.201, -0.505], [-0.741, -1.106, 4.554], [0.751, 1.156, 4.142], [-1.314, -2.166, 2.236], [-1.573, 1.653, -1.946], [-2.241, -0.082, -1.862], [-1.988, 0.900, -0.371], [0.733, 1.171, -2.766], [1.720, 0.263, -1.451], [0.593, -0.674, -2.701], [0.059, 1.214, -0.224], [2.814, -1.059, 0.066]], "forces_ev_per_angstrom": [[-0.8, -0.9, 0.4], [-0.1, 0.7, 0.7], [-0.1, 0.9, -0.9], [0.1, 1.8, 1.2], [0.4, 2.1, 0.0], [-0.6, -2.3, 0.2], [0.5, 0.0, -1.0], [-0.1, 0.3, -1.9], [1.0, 0.9, 2.7], [-0.1, -0.4, 0.2], [0.2, -0.1, 0.6], [-0.3, -1.3, -1.9], [0.0, -0.4, -0.1], [-0.6, -0.8, 0.2], [0.6, 0.1, 0.0], [-1.3, 0.3, -0.6], [0.3, -1.8, 1.2], [0.1, -0.5, -1.6], [0.4, 0.6, 0.9], [0.5, 1.1, -0.5], [-0.1, 0.0, 0.0]], "total_charge": 0, "homo_lumo_gap_ha": [0.2495, 0.3464], "e_above_lowest_ev": 4.6910}

---

Record 12
{"formula": "C7H11ClNO", "method": "wB97M-V/def2-TZVPD", "symbols": ["C", "C", "C", "C", "C", "C", "C", "N", "O", "Cl", "H", "H", "H", "H", "H", "H", "H", "H", "H", "H", "H"], "xyz": [[0.858, -1.925, -0.226], [2.126, -2.121, 0.132], [0.352, -0.664, -0.818], [2.885, 0.065, -0.053], [-0.064, 1.854, -0.586], [-0.293, 0.361, 1.465], [-0.202, 0.468, -0.029], [-1.108, -0.434, -0.801], [3.152, -1.239, 0.098], [4.335, 0.919, -0.064], [0.166, -2.747, -0.131], [2.463, -3.081, 0.499], [-0.069, 1.854, -1.673], [-0.860, 2.503, -0.228], [0.889, 2.266, -0.260], [-1.077, 1.005, 1.854], [-0.471, -0.659, 1.794], [0.655, 0.688, 1.887], [-1.684, -1.099, -0.283], [0.836, -0.400, -1.753], [-1.566, -0.083, -1.641]], "forces_ev_per_angstrom": [[0.3, 0.3, 0.0], [-1.2, -0.8, 0.1], [0.8, 0.3, 0.2], [-0.3, -0.9, 0.1], [-0.1, 0.0, -0.1], [-0.1, -0.1, -0.1], [0.6, 0.2, 0.2], [-1.3, -0.5, -0.4], [1.0, 1.5, -0.2], [0.3, -0.1, 0.0], [0.1, -0.2, 0.0], [0.0, 0.1, 0.0], [0.0, 0.0, -0.1], [-0.1, 0.0, 0.0], [0.0, 0.0, 0.0], [-0.1, 0.1, 0.0], [0.0, -0.1, 0.1], [0.1, 0.0, 0.0], [0.1, 0.2, -0.1], [-0.3, 0.1, -0.1], [0.1, 0.0, 0.2]], "total_charge": 1, "homo_lumo_gap_ha": 0.3430, "e_above_lowest_ev": 2.7283}

---

F_max (computed, eV/A): 3.74, 4.66, 4.06, 3.70, 3.87, 4.21, 1.01, 4.50, 3.79, 9.86, 3.03, 1.85
Energy (computed, a.u.): -423.07106, -764.49435, -498.33399, -498.31691, -637.26869, -2847.18881, -2847.20756, -3136.71548, -3929.88631, -1890.60787, -842.82402, -863.14482